Computed, not measured: C25H20BN2O7SW as an isolated structure, with ωB97M-V/def2-TZVPD.

Calculated values
total charge = +1
E_LUMO (spin up / spin down) = -0.18702 / -0.18868 hartree
2S+1 = 3
orbital gap (spin up / spin down) = 6.30 / 6.31 eV
<S²> = 2.02

```
57
C25H20BN2O7SW (ωB97M-V/def2-TZVPD)
W -2.097 0.755 1.633
O -6.094 1.598 6.022
C -5.309 1.339 5.172
C -5.627 1.038 3.675
O -6.687 1.056 3.128
C -4.295 0.730 3.106
C -3.285 0.852 4.000
O -2.035 0.586 3.546
C -3.757 1.286 5.339
O -3.117 1.539 6.312
O -3.957 0.353 1.845
S 1.198 4.231 -2.928
C 0.293 3.396 -1.646
C 0.893 3.089 -0.423
C 0.167 2.437 0.543
N -1.120 2.081 0.333
C -1.712 2.376 -0.842
C -1.033 3.023 -1.850
C 1.322 5.819 -2.107
C 2.446 6.146 -1.361
C 2.482 7.391 -0.748
N 1.505 8.286 -0.840
C 0.445 7.964 -1.575
C 0.301 6.749 -2.230
H 1.920 3.361 -0.226
H 0.600 2.192 1.507
H -2.755 2.096 -0.953
H -1.536 3.248 -2.779
H 3.279 5.462 -1.272
H 3.345 7.680 -0.159
H -0.334 8.714 -1.649
H -0.577 6.542 -2.827
C 2.336 -4.805 -2.894
C 2.359 -5.236 -1.422
C 2.233 -6.758 -1.361
C 3.698 -4.834 -0.791
C 1.222 -4.534 -0.674
C 0.211 -5.242 -0.018
C -0.830 -4.622 0.672
C -0.817 -3.250 0.678
O -1.715 -2.368 1.279
B -1.219 -1.130 0.970
O -0.071 -1.165 0.205
C 0.173 -2.533 0.033
C 1.202 -3.133 -0.649
H 3.141 -5.296 -3.441
H 2.472 -3.728 -3.003
H 1.390 -5.075 -3.367
H 3.060 -7.212 -1.907
H 1.306 -7.107 -1.819
H 2.274 -7.128 -0.336
H 4.522 -5.321 -1.314
H 3.741 -5.128 0.259
H 3.864 -3.757 -0.845
H 0.222 -6.322 -0.035
H -1.601 -5.190 1.173
H 1.960 -2.540 -1.139
```



Computed, not measured: one molecule with the formula C17H23N3O8S, with ωB97M-V/def2-TZVPD.

Calculated values
total charge = 0
E_LUMO = 0.02445 hartree
2S+1 = 1
orbital gap = 9.51 eV

```
52
C17H23N3O8S (ωB97M-V/def2-TZVPD)
N -3.477 -3.129 2.358
C -3.623 -1.803 2.155
O -4.602 -1.163 2.453
N -2.476 -1.256 1.566
C -2.284 -0.031 1.020
O -1.240 0.206 0.438
C -3.387 1.014 1.053
O -3.220 1.816 -0.107
C -2.228 2.726 -0.073
O -1.685 3.084 0.936
C -1.902 3.235 -1.459
C -0.682 2.472 -2.007
C -1.057 1.087 -2.537
C 0.152 0.154 -2.667
C -0.275 -1.315 -2.740
N -0.783 -1.804 -1.470
S 0.185 -2.768 -0.543
O -0.608 -3.067 0.636
O 0.625 -3.872 -1.340
C 1.601 -1.793 -0.058
C 2.725 -1.803 -0.865
C 3.798 -0.997 -0.538
C 3.744 -0.178 0.586
C 2.591 -0.163 1.386
C 1.522 -0.987 1.057
O 2.480 0.642 2.480
C 3.435 1.683 2.510
C 4.820 1.129 2.184
O 4.836 0.585 0.880
H -2.672 -3.624 2.011
H -4.248 -3.644 2.747
H -1.716 -1.922 1.346
H -4.379 0.564 1.016
H -3.284 1.620 1.961
H -2.761 3.100 -2.115
H -1.659 4.295 -1.377
H 0.043 2.366 -1.197
H -0.217 3.060 -2.801
H -1.775 0.643 -1.849
H -1.552 1.184 -3.506
H 0.804 0.283 -1.800
H 0.726 0.408 -3.561
H 0.558 -1.961 -3.024
H -1.068 -1.435 -3.487
H -1.101 -1.041 -0.882
H 2.754 -2.458 -1.720
H 4.696 -0.985 -1.134
H 0.641 -0.976 1.674
H 3.401 2.104 3.515
H 3.167 2.454 1.776
H 5.578 1.914 2.199
H 5.081 0.351 2.913
```



Computed, not measured: a 2-piece molecular cluster, C5H5N3O overall, with ωB97M-V/def2-TZVPD.

Calculated values
total charge = 0
E_LUMO (spin up / spin down) = -0.03351 / -0.03353 hartree
2S+1 = 1
orbital gap (spin up / spin down) = 7.66 / 7.66 eV

```
14
C5H5N3O (ωB97M-V/def2-TZVPD)
C 1.607 1.154 0.301
C 2.247 -1.115 -0.038
C -1.090 -0.015 1.032
C -1.492 0.460 -1.401
C 1.200 -0.260 0.308
N 1.887 2.270 0.266
N 3.175 -1.767 -0.146
N -0.020 -0.722 0.715
O -0.449 0.033 -1.816
H -1.129 1.094 1.019
H -1.793 -0.738 1.399
H -2.239 -0.307 -1.172
H -1.785 1.601 -1.388
H -0.120 -1.685 0.922
```



Computed, not measured: C29H31N5O7P2S2ScTe as an isolated structure, with ωB97M-V/def2-TZVPD.

Calculated values
total charge = -1
E_LUMO (spin up / spin down) = 0.05779 / 0.06704 hartree
2S+1 = 1
orbital gap (spin up / spin down) = 6.17 / 7.04 eV

```
78
C29H31N5O7P2S2ScTe (ωB97M-V/def2-TZVPD)
Sc -0.696 0.047 0.456
C -0.670 -3.005 3.294
P -1.585 -2.089 2.004
C -3.223 -1.892 2.787
C -1.888 -3.469 0.801
C -2.327 -2.974 -0.581
P -0.985 -1.975 -1.357
C 0.097 -3.281 -2.050
C -1.789 -1.342 -2.867
H -1.144 -3.968 3.492
H -0.652 -2.420 4.214
H 0.359 -3.157 2.968
H -3.598 -2.847 3.157
H -3.918 -1.454 2.070
H -3.124 -1.193 3.619
H -2.628 -4.148 1.231
H -0.946 -4.022 0.723
H -3.197 -2.320 -0.491
H -2.593 -3.811 -1.234
H -0.502 -4.044 -2.551
H 0.705 -3.740 -1.271
H 0.767 -2.816 -2.772
H -2.135 -2.161 -3.500
H -1.075 -0.724 -3.415
H -2.632 -0.711 -2.586
S 1.576 -0.571 1.378
C 1.128 0.010 2.978
C 1.661 -0.645 4.089
C 1.308 -0.307 5.386
C 1.866 -1.038 6.486
N 2.307 -1.644 7.359
C 0.388 0.732 5.595
C -0.127 1.413 4.504
C 0.230 1.092 3.188
S -0.425 2.067 1.885
C -0.024 1.095 6.922
N -0.362 1.381 7.983
H 2.363 -1.452 3.927
H -0.824 2.225 4.665
O -3.967 6.186 -2.911
N -4.357 5.300 -2.171
O -5.365 5.379 -1.494
C -3.469 4.160 -1.941
C -2.271 4.112 -2.627
C -1.427 3.033 -2.409
C -1.747 2.047 -1.454
O -0.877 1.124 -1.152
C -3.022 2.101 -0.828
C -3.873 3.171 -1.061
N -3.460 1.079 0.031
O -2.651 0.053 0.341
O -4.636 1.045 0.456
N -0.221 2.967 -3.150
O 0.368 1.756 -3.371
O 0.186 3.942 -3.812
H -1.992 4.886 -3.323
H -4.825 3.217 -0.557
C 6.705 0.177 -5.877
C 5.535 0.409 -4.958
C 4.895 1.637 -4.897
C 3.819 1.866 -4.046
C 3.201 3.233 -4.012
C 3.347 0.814 -3.246
Te 1.690 1.088 -1.934
C 3.999 -0.431 -3.272
C 3.634 -1.612 -2.403
C 5.081 -0.605 -4.129
H 6.969 1.084 -6.418
H 6.477 -0.601 -6.609
H 7.579 -0.151 -5.312
H 5.248 2.452 -5.521
H 3.850 3.961 -4.498
H 3.022 3.554 -2.984
H 2.231 3.249 -4.507
H 2.877 -1.389 -1.655
H 4.519 -1.970 -1.875
H 3.267 -2.436 -3.020
H 5.586 -1.567 -4.139
```



Computed, not measured: one molecule with the formula C3H3N5, with ωB97M-V/def2-TZVPD.

Calculated values
total charge = 0
E_LUMO = 0.01245 hartree
2S+1 = 1
orbital gap = 9.80 eV

```
11
C3H3N5 (ωB97M-V/def2-TZVPD)
C -0.744 -0.233 1.559
N -0.261 -1.390 1.604
N 0.325 -1.632 0.331
C 0.519 -0.424 -0.349
N 0.752 0.344 -1.582
N 0.031 1.546 -1.466
N -0.539 1.635 -0.408
C -0.328 0.522 0.421
H -1.524 -0.417 2.377
H 0.780 -2.503 0.436
H 1.903 0.214 -1.950
```



Computed, not measured: C31H31AsGaGeN4O7S2 as an isolated structure, with ωB97M-V/def2-TZVPD.

Calculated values
total charge = -1
E_LUMO (spin up / spin down) = 0.07370 / 0.07370 hartree
2S+1 = 1
orbital gap (spin up / spin down) = 6.35 / 6.62 eV

```
78
C31H31AsGaGeN4O7S2 (ωB97M-V/def2-TZVPD)
Ga 0.051 0.185 0.279
S -0.190 -1.783 -2.153
C -1.089 -2.817 -3.049
N -2.245 -3.389 -2.662
C -2.729 -4.503 -3.452
C -2.251 -4.218 -4.872
S -0.657 -3.370 -4.662
H -2.520 -3.270 -1.695
H -3.816 -4.557 -3.398
H -2.313 -5.448 -3.086
H -2.944 -3.562 -5.398
H -2.111 -5.131 -5.444
C -0.044 1.743 4.033
As 1.158 1.637 2.498
C 2.841 1.294 3.421
C 1.378 3.563 2.191
H 0.377 2.381 4.811
H -0.218 0.741 4.425
H -1.001 2.150 3.708
H 3.035 2.086 4.145
H 3.647 1.240 2.692
H 2.777 0.334 3.930
H 1.585 4.091 3.124
H 0.470 3.960 1.738
H 2.203 3.726 1.496
O 5.646 2.641 -4.494
N 4.497 2.961 -4.231
O 3.902 3.872 -4.779
C 3.802 2.219 -3.184
C 2.494 2.562 -2.868
C 1.812 1.857 -1.883
C 2.448 0.779 -1.164
O 1.877 0.060 -0.261
C 3.797 0.542 -1.520
C 4.470 1.208 -2.530
N 4.580 -0.456 -0.785
O 4.386 -0.583 0.407
O 5.419 -1.082 -1.415
N 0.503 2.291 -1.619
O 0.053 3.321 -2.159
O -0.376 1.571 -0.889
H 1.990 3.364 -3.382
H 5.487 0.950 -2.774
C -0.592 -1.036 1.548
Ge -2.475 -1.195 1.768
C -3.016 -3.022 1.234
C -2.093 -3.866 0.619
C -2.435 -5.168 0.269
C -3.714 -5.645 0.522
C -4.642 -4.820 1.143
C -4.289 -3.525 1.500
C -3.759 0.051 0.925
C -4.771 -0.360 0.061
C -5.637 0.556 -0.524
C -5.505 1.908 -0.252
C -4.499 2.339 0.602
C -3.638 1.417 1.176
C -2.873 -1.100 3.703
C -3.890 -0.329 4.256
C -4.108 -0.303 5.629
C -3.308 -1.057 6.473
C -2.286 -1.831 5.939
C -2.071 -1.846 4.569
H -1.088 -3.497 0.434
H -1.694 -5.818 -0.183
H -3.981 -6.659 0.252
H -5.638 -5.189 1.358
H -5.019 -2.900 2.004
H -4.886 -1.415 -0.168
H -6.411 0.212 -1.200
H -6.176 2.625 -0.710
H -4.380 3.395 0.812
H -2.845 1.772 1.827
H -4.526 0.266 3.609
H -4.903 0.310 6.038
H -3.479 -1.044 7.543
H -1.650 -2.416 6.593
H -1.254 -2.431 4.159
```



Computed, not measured: C44H57AsN4O3SiV as an isolated structure, with ωB97M-V/def2-TZVPD.

Calculated values
total charge = +2
E_LUMO (spin up / spin down) = -0.19715 / -0.17953 hartree
2S+1 = 2
orbital gap (spin up / spin down) = 8.00 / 7.63 eV
<S²> = 1.03

```
111
C44H57AsN4O3SiV (ωB97M-V/def2-TZVPD)
V 0.019 0.061 0.060
O -0.233 -0.389 1.671
C -0.851 -1.158 2.600
C -0.882 -0.774 3.927
C -1.499 -1.605 4.844
C -2.072 -2.806 4.434
C -2.037 -3.167 3.101
C -1.425 -2.339 2.158
C -1.381 -2.659 0.733
N -0.833 -1.943 -0.258
C -1.086 -2.656 -1.419
C -1.755 -3.793 -1.130
N -1.932 -3.778 0.229
H -0.426 0.161 4.225
H -1.532 -1.318 5.886
H -2.547 -3.455 5.155
H -2.493 -4.104 2.806
H -0.756 -2.332 -2.386
H -2.105 -4.595 -1.754
H -2.409 -4.484 0.764
O 0.090 1.875 -0.064
As -0.270 3.492 0.368
C -0.013 3.752 2.225
C -0.325 4.986 2.795
C -0.131 5.170 4.154
C 0.360 4.129 4.934
C 0.654 2.900 4.361
C 0.465 2.703 3.001
C -2.079 3.860 -0.081
C -2.413 4.010 -1.427
C -3.707 4.357 -1.771
C -4.657 4.568 -0.777
C -4.321 4.418 0.560
C -3.028 4.061 0.916
C 0.838 4.564 -0.734
C 1.228 5.833 -0.326
C 1.978 6.619 -1.190
C 2.324 6.137 -2.445
C 1.936 4.863 -2.842
C 1.191 4.067 -1.986
H -0.725 5.796 2.196
H -0.364 6.124 4.606
H 0.510 4.279 5.994
H 1.039 2.095 4.974
H 0.689 1.746 2.550
H -1.664 3.879 -2.200
H -3.977 4.480 -2.811
H -5.663 4.859 -1.048
H -5.064 4.581 1.329
H -2.773 3.928 1.960
H 0.973 6.211 0.655
H 2.298 7.603 -0.879
H 2.905 6.755 -3.115
H 2.225 4.489 -3.815
H 0.914 3.059 -2.272
N -0.154 0.152 -1.957
C -0.468 0.099 -3.072
N -0.811 0.022 -4.316
C -0.090 -0.870 -5.255
C 0.745 -0.009 -6.186
O -0.059 0.959 -6.829
C -0.660 1.848 -5.913
C -1.585 1.100 -4.970
H -0.843 -1.425 -5.815
H 0.528 -1.564 -4.688
H 1.187 -0.626 -6.966
H 1.550 0.480 -5.622
H -1.225 2.573 -6.496
H 0.112 2.379 -5.338
H -2.393 0.622 -5.526
H -2.012 1.750 -4.208
C 4.583 -2.351 1.519
C 3.092 -2.001 1.349
C 2.372 -3.253 0.827
C 2.543 -1.715 2.755
Si 2.900 -0.518 0.139
C 3.280 -0.960 -1.712
C 3.231 0.318 -2.568
C 4.657 -1.611 -1.941
C 2.264 -1.958 -2.286
C 3.964 0.986 0.707
C 3.419 2.327 0.214
C 5.398 0.836 0.162
C 4.084 1.105 2.233
H 4.661 -3.227 2.171
H 5.147 -1.549 1.997
H 5.079 -2.601 0.584
H 2.354 -4.007 1.619
H 2.892 -3.699 -0.019
H 1.341 -3.056 0.529
H 2.631 -2.628 3.352
H 1.494 -1.436 2.746
H 3.097 -0.941 3.279
H 4.088 0.966 -2.385
H 2.329 0.907 -2.407
H 3.269 0.037 -3.627
H 5.496 -0.995 -1.625
H 4.774 -1.792 -3.015
H 4.737 -2.581 -1.453
H 1.239 -1.692 -2.060
H 2.424 -2.968 -1.923
H 2.383 -1.993 -3.376
H 3.168 2.345 -0.843
H 4.164 3.110 0.394
H 2.533 2.598 0.781
H 5.456 1.006 -0.912
H 5.845 -0.134 0.381
H 6.024 1.596 0.640
H 3.120 1.113 2.739
H 4.583 2.051 2.468
H 4.690 0.311 2.667
```



Computed, not measured: a 5-piece molecular cluster, C6H23NO6 overall, with ωB97M-V/def2-TZVPD.

Calculated values
total charge = 0
E_LUMO = 0.01316 hartree
2S+1 = 1
orbital gap = 9.56 eV

```
36
C6H23NO6 (ωB97M-V/def2-TZVPD)
C 4.754 -1.187 1.507
O 4.030 -0.471 0.474
C 3.900 -1.171 -0.746
C 2.981 -0.341 -1.628
N 1.610 -0.362 -1.229
C 0.808 0.355 -2.169
C -0.625 0.618 -1.683
O -0.821 0.740 -0.225
C -0.265 1.907 0.398
H 5.180 -0.450 2.188
H 5.576 -1.790 1.122
H 4.075 -1.912 1.956
H 3.368 -2.112 -0.605
H 4.900 -1.095 -1.172
H 3.069 -0.794 -2.615
H 3.308 0.697 -1.679
H 1.538 0.148 -0.360
H 0.701 -0.191 -3.107
H 1.451 1.188 -2.453
H -1.287 -0.198 -1.975
H -1.073 1.495 -2.151
H -0.883 2.010 1.290
H -0.433 2.809 -0.191
H 0.765 1.704 0.692
O -6.415 1.320 0.154
H -6.261 1.221 1.093
H -5.540 1.381 -0.229
O -3.321 0.656 0.395
H -3.191 0.720 1.341
H -2.446 0.773 0.025
O -4.118 -2.418 -0.268
H -3.914 -1.521 -0.004
H -3.348 -2.925 -0.011
O -2.757 -0.010 3.669
H -1.975 -0.544 3.805
H -3.340 -0.248 4.390
```



Computed, not measured: a 6-piece molecular cluster, H10IO5 overall, with ωB97M-V/def2-TZVPD.

Calculated values
total charge = -1
E_LUMO = 0.12093 hartree
2S+1 = 1
orbital gap = 8.20 eV

```
16
H10IO5 (ωB97M-V/def2-TZVPD)
I 0.453 -0.468 0.397
O 3.744 0.323 1.650
H 3.030 0.454 1.218
H 3.649 0.549 2.624
O 0.670 -2.383 -2.562
H 0.528 -2.097 -1.661
H 1.127 -1.814 -3.052
O -3.007 0.332 -0.879
H -3.661 0.296 -0.228
H -2.257 -0.059 -0.557
O -0.323 1.558 -2.350
H -1.255 1.421 -2.543
H -0.090 0.860 -1.781
O -0.882 0.619 3.448
H -1.381 -0.259 3.604
H -0.343 0.670 2.674
```



Computed, not measured: a 2-piece molecular cluster, C3H6NOP overall, with ωB97M-V/def2-TZVPD.

Calculated values
total charge = 0
E_LUMO (spin up / spin down) = -0.09381 / -0.08811 hartree
2S+1 = 1
orbital gap (spin up / spin down) = 3.81 / 4.03 eV

```
12
C3H6NOP (ωB97M-V/def2-TZVPD)
C -0.014 -1.305 0.806
C 0.498 -0.018 0.405
C 1.435 0.273 -0.727
N -0.864 -0.471 -0.007
O -4.456 0.954 0.438
P -4.527 -0.466 0.240
H 0.519 -2.098 0.229
H -0.300 -1.572 1.816
H 0.428 0.846 1.148
H 2.305 0.386 -0.238
H 1.199 1.116 -1.356
H 1.547 -0.660 -1.265
```



Computed, not measured: a 2-piece molecular cluster, C9H9BrO overall, with ωB97M-V/def2-TZVPD.

Calculated values
total charge = 0
E_LUMO = -0.00735 hartree
2S+1 = 1
orbital gap = 8.68 eV

```
20
C9H9BrO (ωB97M-V/def2-TZVPD)
C 2.405 2.734 1.140
C 1.861 1.568 1.590
C 0.430 1.225 1.472
O -0.344 1.728 0.713
Br -0.089 -0.029 2.714
H 3.519 2.865 1.130
H 1.765 3.421 0.734
H 2.493 0.850 2.249
C -2.236 -0.516 -1.049
C -1.985 -1.291 0.037
C -0.724 -2.012 0.049
C 0.256 -1.861 -0.890
C -0.028 -1.053 -1.952
C -1.270 -0.418 -2.022
H -3.257 -0.047 -1.040
H -2.855 -1.669 0.594
H -0.430 -2.573 0.906
H 1.166 -2.315 -0.851
H 0.779 -0.911 -2.700
H -1.458 0.304 -2.824
```



The following ΔE to the lowest compared entry with this formula, charge and spin values (in eV) correspond, in order, to the records above: 0.000, 0.000, 4.137, 0.770, 3.944, 4.098, 0.326, 3.004, 1.454, 5.998, 0.000.